Here is a molecular structure, C21H35BeI2NO4P3 from OMol25. Energies are from ωB97M-V with the def2-TZVPD basis set.

```
67
Properties=species:S:1:pos:R:3:forces:R:3
Be -0.089 0.924 -0.052 0.21 -0.07 -0.05
C -0.252 1.557 3.625 -0.01 -0.02 -0.08
P -0.869 1.919 1.949 -0.09 0.10 0.02
C -0.481 3.697 1.786 -0.01 -0.08 0.04
C -2.697 1.933 2.082 0.04 -0.04 -0.10
C -3.303 2.216 0.696 0.12 -0.04 0.04
P -2.446 1.374 -0.711 -0.12 -0.02 -0.04
C -3.081 2.374 -2.106 0.05 0.00 0.06
C -3.401 -0.179 -0.913 0.02 0.00 0.04
H -0.862 2.052 4.382 0.04 0.01 0.01
H 0.771 1.933 3.684 0.01 -0.03 0.01
H -0.228 0.484 3.806 -0.03 0.01 0.00
H -0.844 4.246 2.656 0.00 0.04 -0.03
H -0.929 4.118 0.884 0.01 -0.02 0.00
H 0.601 3.806 1.710 -0.01 -0.01 -0.01
H -3.023 2.688 2.801 -0.06 -0.04 0.02
H -3.022 0.960 2.460 0.01 -0.01 -0.03
H -3.239 3.285 0.480 0.02 0.03 0.01
H -4.360 1.951 0.660 -0.06 0.04 0.02
H -4.166 2.466 -2.044 0.00 0.01 -0.03
H -2.818 1.920 -3.061 0.00 -0.01 0.01
H -2.637 3.369 -2.070 -0.01 -0.01 -0.01
H -4.451 -0.036 -0.653 0.00 0.00 -0.05
H -2.986 -0.981 -0.303 -0.03 0.02 0.02
H -3.344 -0.497 -1.956 0.01 -0.01 0.01
I 4.324 1.920 1.718 0.02 -0.03 -0.07
C 3.674 1.465 -0.205 0.05 0.02 0.13
C 4.594 1.321 -1.270 -0.07 -0.01 0.02
C 4.181 1.014 -2.538 0.13 -0.01 -0.08
I 5.606 0.837 -4.053 -0.04 0.00 0.03
C 2.802 0.814 -2.809 -0.10 -0.03 -0.03
C 2.215 0.491 -4.052 0.08 0.01 0.02
C 0.859 0.311 -4.142 -0.04 -0.03 -0.04
C 0.064 0.450 -2.996 -0.01 0.01 0.04
N 0.571 0.759 -1.823 0.05 0.04 -0.01
C 1.916 0.946 -1.729 -0.12 0.02 -0.01
C 2.330 1.296 -0.415 -0.21 -0.02 0.11
O 1.362 1.411 0.469 0.13 0.07 -0.19
H 5.648 1.457 -1.071 -0.01 0.02 0.02
H 2.841 0.394 -4.929 -0.01 -0.02 0.02
H 0.395 0.061 -5.086 0.00 0.02 0.02
H -1.010 0.302 -3.043 0.02 0.02 -0.01
C 0.671 -2.985 -2.063 0.02 -0.01 0.06
C -0.722 -2.754 -1.518 0.00 0.14 -0.05
O -0.742 -2.513 -0.091 -0.06 -0.26 -0.08
P -0.040 -1.246 0.580 0.07 0.36 0.18
O -0.413 -1.489 2.115 0.15 -0.07 -0.01
C -1.723 -1.867 2.588 -0.01 -0.04 -0.04
C -1.797 -3.352 2.849 0.01 -0.02 0.01
O 1.517 -1.499 0.546 -0.03 -0.04 0.10
C 2.370 -2.030 1.595 0.02 -0.02 -0.03
C 3.650 -2.494 0.951 0.07 0.00 -0.01
H 0.597 -3.314 -3.101 0.00 0.02 0.01
H 1.180 -3.760 -1.490 -0.01 0.01 -0.04
H 1.277 -2.078 -2.027 -0.01 -0.06 -0.01
H -1.348 -3.630 -1.657 -0.04 -0.04 0.01
H -1.204 -1.911 -2.023 -0.01 -0.01 0.03
H -2.484 -1.555 1.866 0.01 0.01 -0.03
H -1.874 -1.304 3.507 -0.04 0.06 0.01
H -1.584 -3.914 1.941 -0.03 0.01 0.02
H -2.800 -3.608 3.195 0.03 -0.02 0.01
H -1.083 -3.640 3.621 -0.02 0.01 -0.04
H 1.852 -2.842 2.103 -0.02 -0.01 0.01
H 2.551 -1.222 2.304 -0.03 0.01 -0.01
H 3.483 -3.367 0.320 0.01 0.04 0.01
H 4.371 -2.757 1.727 -0.02 -0.03 -0.04
H 4.080 -1.696 0.342 -0.01 -0.01 0.04
```
Forces are in eV/Å.

Calculated values
HOMO-LUMO gap: 7.35 eV
maximum force: 0.4 eV/A
total charge: +1

=====

Here is 2 unconnected molecules or ions with the total composition C7H14N3S2 in a non-equilibrium geometry from OMol25. Energies are from ωB97M-V with the def2-TZVPD basis set.

```
26
Properties=species:S:1:pos:R:3:forces:R:3
C -3.125 -0.163 -0.057 -0.48 1.71 2.90
C -2.540 -1.550 0.123 0.21 -0.20 2.66
C -1.296 -0.427 -1.579 -1.82 -2.80 2.08
C -1.985 0.604 -0.737 0.81 2.95 -0.37
C -1.092 -1.369 -0.324 -0.16 -0.60 -1.34
C -1.072 0.780 0.428 2.29 2.20 0.65
C -0.503 -0.389 0.634 -0.16 -0.99 0.08
N 3.118 0.631 -0.114 -0.26 1.01 0.16
N 2.438 2.971 0.411 1.64 -2.95 0.87
N 4.615 -1.205 0.654 -0.99 2.24 0.54
S 1.998 1.665 -0.567 0.49 0.30 0.02
S 3.613 -0.746 -0.534 -0.52 -1.25 -1.06
H -3.951 -0.058 -0.688 -1.72 -0.38 -0.58
H -3.373 0.266 1.061 0.33 -0.63 -3.09
H -2.529 -1.808 1.236 -0.22 0.09 -1.44
H -3.083 -2.321 -0.370 -0.26 -0.59 -0.64
H -1.996 -0.921 -2.274 0.68 0.42 -0.23
H -0.343 -0.181 -1.890 1.69 0.85 -1.44
H -2.053 1.563 -1.308 -1.20 -0.66 0.61
H -0.593 -2.329 -0.470 0.21 0.24 -0.03
H -0.761 1.715 1.024 -1.27 -1.40 -0.93
H -0.025 -0.709 1.508 1.07 -0.23 1.14
H 1.944 3.806 0.497 -1.52 1.47 -0.62
H 2.603 2.573 1.338 0.03 0.47 -0.10
H 5.198 -1.985 0.753 0.63 -1.38 -0.55
H 4.795 -0.415 1.242 0.50 0.13 0.70
```
Forces are in eV/Å.

Calculated values
HOMO-LUMO gap (alpha / beta): 6.25 / 6.18 eV
maximum force: 3.9 eV/A
total charge: +1